Entry 1:
{
  "formula": "C33H53CdN2O2P2",
  "method": "ωB97M-V with the def2-TZVPD basis set",
  "total_charge": 1,
  "gap_ha": 0.2055,
  "species": ["C", "C", "C", "C", "C", "H", "H", "H", "N", "P", "P", "C", "H", "H", "C", "O", "C", "H", "C", "C", "C", "C", "C", "H", "H", "H", "C", "H", "H", "H", "C", "H", "H", "H", "C", "H", "H", "H", "C", "H", "H", "H", "C", "H", "H", "H", "C", "H", "H", "H", "C", "H", "H", "H", "C", "H", "H", "H", "C", "H", "H", "H", "C", "H", "H", "H", "C", "H", "H", "H", "Cd", "N", "C", "C", "C", "C", "C", "H", "C", "H", "C", "H", "H", "H", "C", "C", "O", "H", "H", "H", "H", "H", "H"],
  "positions_angstrom": [[-1.497267, -1.479082, -1.678130], [0.689455, -2.181785, -1.205936], [-1.649431, -2.419404, -2.701030], [0.517682, -3.299273, -2.088641], [-0.650748, -3.407302, -2.834802], [-2.550785, -2.376822, -3.325605], [1.301261, -4.050901, -2.126797], [-0.821861, -4.243822, -3.525135], [-0.435814, -1.453854, -0.869746], [-2.717016, 0.081062, 0.288345], [2.584024, -0.446773, 0.225840], [-2.536649, -0.375507, -1.491354], [-2.177932, 0.505651, -2.047403], [-3.492233, -0.667665, -1.938839], [0.178070, 2.173112, 2.255995], [0.645723, 3.127632, 2.678547], [1.976506, -1.779604, -0.762741], [2.813101, -2.439557, -1.070706], [3.980701, 0.123941, -1.054806], [3.477729, -1.179193, 1.779976], [-3.450760, 1.809730, 0.356767], [-3.796055, -1.343053, 0.898976], [4.081225, 1.639597, -0.851906], [4.469622, 1.900195, 0.140465], [4.767079, 2.047265, -1.605112], [3.112874, 2.126494, -0.984407], [5.360003, -0.507749, -0.823319], [5.787090, -0.284852, 0.163860], [5.362198, -1.592710, -0.979173], [6.056439, -0.093142, -1.570440], [3.546381, -0.177368, -2.498222], [4.182594, 0.396402, -3.188486], [3.629228, -1.239716, -2.757814], [2.516921, 0.143682, -2.678297], [4.319289, -0.059759, 2.422851], [3.675885, 0.791555, 2.687584], [4.740237, -0.454638, 3.358773], [5.144365, 0.321941, 1.811844], [2.426960, -1.546212, 2.831401], [1.847297, -0.669951, 3.149728], [1.745560, -2.335792, 2.495197], [2.968396, -1.919706, 3.713099], [4.265947, -2.457737, 1.484407], [5.127254, -2.322379, 0.823308], [4.654849, -2.834127, 2.445510], [3.610765, -3.230996, 1.057951], [-4.218604, -1.065218, 2.347452], [-4.736725, -1.958096, 2.725576], [-3.338863, -0.913194, 2.989537], [-4.896392, -0.211421, 2.459246], [-2.951052, -2.630075, 0.932748], [-2.618808, -2.950941, -0.062091], [-2.071206, -2.501462, 1.581423], [-3.571797, -3.427245, 1.368517], [-5.006230, -1.584922, -0.011825], [-5.622749, -2.371810, 0.446451], [-5.640202, -0.701494, -0.145568], [-4.707919, -1.950403, -1.001742], [-2.672606, 2.731711, -0.606443], [-2.891949, 2.483298, -1.655416], [-2.999048, 3.771048, -0.424424], [-1.582972, 2.684195, -0.449900], [-3.315405, 2.354761, 1.795956], [-2.262264, 2.469484, 2.099063], [-3.784082, 3.351668, 1.827649], [-3.825722, 1.718521, 2.534402], [-4.927121, 1.791989, -0.049714], [-5.073950, 1.359111, -1.048812], [-5.566260, 1.266733, 0.673684], [-5.281958, 2.834120, -0.091458], [-0.300435, 0.088231, 1.043306], [0.793304, 1.145055, -0.684934], [0.817061, 1.329735, -1.860819], [0.785198, 2.118276, -3.071603], [0.564131, 3.506673, -2.961800], [1.025253, 1.551261, -4.340858], [0.649137, 4.319378, -4.093702], [0.320239, 3.924804, -1.978881], [1.116268, 2.378386, -5.464507], [1.128350, 0.464607, -4.430260], [0.906022, 3.755376, -5.348848], [0.502490, 5.393181, -3.981860], [1.347040, 1.940085, -6.436236], [0.934331, 4.385729, -6.236132], [-0.629222, 0.353893, 4.981743], [-0.856236, -1.100630, 4.649604], [-0.775332, -1.271339, 3.206781], [0.372686, 0.699007, 4.703252], [-0.734990, 0.516811, 6.061929], [-1.364267, 1.003432, 4.492433], [-0.090185, -1.724696, 5.132008], [-1.849291, -1.433574, 4.981112], [-0.883795, -2.211885, 2.992341]],
  "forces_ev_per_angstrom": [[-0.1869, -0.6348, -0.8059], [1.3242, 0.8834, 0.7102], [-0.5457, 0.9222, 0.4769], [-1.1833, -0.4019, -0.6552], [0.9174, -0.1434, 0.5081], [0.4850, -0.1790, 0.2462], [-0.0939, 0.1800, -0.1991], [0.2569, 0.3620, 0.3350], [0.4683, 0.3285, 0.3156], [-0.0148, -0.2597, -0.3522], [0.6381, -1.3931, 0.6762], [0.3513, 0.1706, -0.0171], [-0.0805, -0.1921, 0.2288], [0.1975, 0.1335, 0.1435], [1.6568, 2.6654, 1.2033], [-1.3096, -2.5074, -1.1036], [-0.5612, -1.6538, 0.1844], [-0.7283, 0.1825, -0.0230], [-0.3175, 0.2694, 0.8906], [0.0311, 0.2138, -0.7658], [-0.3326, -0.3529, 0.1539], [-0.0241, 0.3688, 0.2495], [0.3287, 0.1230, -0.2799], [-0.1018, -0.0746, -0.1637], [-0.0089, 0.1090, 0.1432], [0.1363, 0.0253, 0.0508], [0.2217, 0.0579, -0.1898], [-0.1817, -0.1378, -0.4143], [-0.0954, 0.2507, 0.0194], [-0.1750, -0.0126, 0.1362], [0.0162, 0.1335, 0.0692], [0.0000, -0.1041, 0.1770], [-0.0665, 0.3129, 0.1135], [0.2704, -0.2848, -0.0065], [0.0546, -0.1647, 0.0784], [0.1139, -0.1209, -0.0765], [0.0402, 0.1764, -0.1448], [-0.2466, -0.1663, 0.1678], [0.0115, 0.0195, -0.0833], [0.0081, -0.1164, -0.0876], [0.0547, 0.1241, -0.0585], [-0.2121, 0.0348, -0.0997], [0.3197, -0.1305, 0.3779], [-0.3259, -0.0071, 0.2438], [-0.0377, -0.0724, -0.2735], [0.1591, 0.2310, 0.1000], [-0.1474, -0.0866, 0.1951], [0.0150, 0.2360, -0.0455], [-0.1865, 0.0746, -0.1798], [0.1039, -0.1499, -0.0808], [0.2144, -0.0115, -0.0487], [-0.0585, 0.0584, 0.2978], [-0.3138, -0.1048, -0.3964], [0.1238, 0.1853, -0.1387], [-0.2595, -0.1126, 0.0475], [0.1053, 0.1657, -0.1092], [0.1637, -0.2485, 0.0799], [-0.0541, 0.0365, 0.2685], [-0.0847, -0.0924, 0.0276], [0.1243, 0.1512, 0.3148], [0.1310, -0.3811, -0.0852], [-0.2520, -0.0202, -0.0420], [-0.1039, 0.0167, -0.0604], [-0.3941, -0.0628, -0.1236], [0.1600, -0.2799, 0.0565], [0.1933, 0.2033, -0.2301], [-0.2683, 0.4691, -0.0517], [0.0322, 0.0606, 0.2585], [0.2537, 0.0978, -0.2040], [0.0080, -0.2556, -0.0153], [0.4486, -1.2023, -0.5855], [-1.0491, 1.6059, -5.1451], [-0.5268, 1.0950, 3.9910], [0.1381, -0.2982, -1.1117], [0.0901, -0.1214, 0.1567], [0.0397, 0.1343, 0.1572], [-0.1803, -0.3120, 0.1393], [0.2478, -0.0740, -0.4244], [-0.2275, -0.1422, 0.2274], [0.1140, 0.4705, -0.0080], [0.1012, -0.1676, 0.3613], [-0.0132, -0.2880, -0.1001], [-0.1684, 0.1142, 0.2822], [0.0948, -0.1250, 0.2336], [-0.0686, 0.3259, 0.1724], [0.1429, -0.1422, -0.1875], [-0.0389, -0.0516, 0.1084], [-0.0884, -0.2088, 0.0001], [0.0273, -0.1118, -0.2268], [0.0086, -0.1553, -0.0063], [-0.2014, 0.1051, -0.1520], [0.2125, 0.0859, -0.0142], [0.1597, 0.3462, 0.1976]]
}


Entry 2:
{
  "formula": "C33H53FO25S",
  "method": "ωB97M-V with the def2-TZVPD basis set",
  "gap_ha": 0.3860,
  "species": ["C", "O", "C", "O", "S", "O", "O", "C", "C", "C", "F", "H", "H", "H", "H", "H", "H", "H", "H", "H", "H", "H", "C", "C", "C", "O", "C", "O", "O", "H", "H", "H", "H", "H", "H", "C", "C", "C", "O", "C", "O", "O", "H", "H", "H", "H", "H", "H", "C", "C", "C", "O", "C", "O", "O", "H", "H", "H", "H", "H", "H", "C", "C", "C", "O", "C", "O", "O", "H", "H", "H", "H", "H", "H", "C", "C", "C", "O", "C", "O", "O", "H", "H", "H", "H", "H", "H", "C", "C", "C", "O", "C", "O", "O", "H", "H", "H", "H", "H", "H", "C", "C", "C", "O", "C", "O", "O", "H", "H", "H", "H", "H", "H"],
  "positions_angstrom": [[-1.095853, 0.686903, 3.388403], [-1.546095, 1.958183, 2.746130], [-3.018149, 2.037993, 2.856552], [-3.434197, 3.296455, 2.215870], [-5.103486, 3.618643, 2.483147], [-5.523375, 4.441260, 1.203045], [-6.050634, 2.202572, 2.418559], [-6.267831, 1.628388, 3.775894], [-7.638248, 0.674953, 3.672146], [-7.404111, -0.243718, 2.301652], [-8.280889, -1.435129, 2.230327], [-0.054014, 0.422706, 2.898076], [-0.953161, 0.938791, 4.545416], [-1.896178, -0.178978, 3.263915], [-3.365356, 2.000558, 3.997827], [-3.573816, 1.123745, 2.340009], [-5.377642, 0.850277, 3.926777], [-6.333858, 2.430957, 4.624986], [-8.564846, 1.396391, 3.503203], [-7.771808, -0.001707, 4.636735], [-7.698474, 0.448007, 1.377282], [-6.247015, -0.513102, 2.235149], [2.072755, 0.563035, -2.435314], [1.617046, 0.551265, -0.990240], [2.547890, -0.172806, -0.065363], [1.679939, -0.572137, 0.982938], [0.437430, -0.701127, 0.423189], [-0.521957, -1.208145, 0.980436], [0.416125, -0.189265, -0.843942], [1.247752, 0.847322, -3.097125], [2.899645, 1.264848, -2.578859], [2.404141, -0.430463, -2.756715], [1.421312, 1.575398, -0.649270], [3.345975, 0.466937, 0.316476], [2.988953, -1.075070, -0.505491], [0.895621, -5.136798, 2.080715], [1.973893, -5.214451, 1.018949], [3.358985, -5.370440, 1.569707], [4.157599, -4.816786, 0.536545], [3.373483, -3.892945, -0.100216], [3.782451, -3.087141, -0.919631], [2.072482, -3.991650, 0.306883], [-0.036717, -4.750395, 1.655413], [0.704352, -6.121860, 2.516562], [1.179391, -4.452129, 2.887471], [1.733391, -6.003422, 0.295690], [3.627323, -6.413541, 1.748447], [3.534751, -4.791506, 2.484185], [8.372755, -4.577858, 1.283436], [7.917046, -4.589628, 2.728510], [8.847890, -5.313699, 3.653387], [7.979939, -5.713030, 4.701688], [6.737430, -5.842020, 4.141939], [5.778043, -6.349038, 4.699186], [6.716125, -5.330158, 2.874808], [7.547752, -4.293571, 0.621625], [9.199645, -3.876045, 1.139891], [8.704141, -5.571355, 0.962035], [7.721312, -3.565495, 3.069480], [9.645975, -4.673956, 4.035226], [9.288953, -6.215962, 3.213259], [-1.804379, 4.442403, -0.962830], [-0.726107, 4.364750, -2.024596], [0.658985, 4.208761, -1.473838], [1.457599, 4.762414, -2.507000], [0.673483, 5.686256, -3.143761], [1.082451, 6.492060, -3.963176], [-0.627518, 5.587551, -2.736662], [-2.736717, 4.828806, -1.388132], [-1.995648, 3.457341, -0.526983], [-1.520609, 5.127072, -0.156075], [-0.966609, 3.575779, -2.747855], [0.927323, 3.165660, -1.295098], [0.834751, 4.787695, -0.559360], [-1.898884, 7.072081, -5.416034], [-1.743581, 7.203296, -6.917603], [-2.113268, 8.554192, -7.451044], [-2.477338, 8.259576, -8.789847], [-2.927050, 6.966693, -8.788747], [-3.497152, 6.432865, -9.725779], [-2.655129, 6.355116, -7.597065], [-1.889773, 6.018139, -5.118431], [-1.092942, 7.594734, -4.892408], [-2.855115, 7.485185, -5.076741], [-0.729431, 6.911974, -7.217687], [-1.281672, 9.261090, -7.423510], [-2.981659, 8.999984, -6.951549], [-4.364117, 2.914334, -9.381904], [-4.627697, 2.127734, -8.113901], [-5.979259, 2.374916, -7.515297], [-5.761570, 2.073893, -6.146452], [-4.438331, 2.327304, -5.904359], [-3.933054, 2.359865, -4.794562], [-3.759861, 2.542119, -7.071238], [-3.294661, 2.917654, -9.617905], [-4.911893, 2.488003, -10.227525], [-4.663577, 3.962196, -9.270275], [-4.451106, 1.059524, -8.290428], [-6.751775, 1.727584, -7.935051], [-6.306095, 3.419108, -7.587205], [4.854182, -7.671202, 8.915616], [3.518494, -7.328772, 8.287344], [3.567183, -6.153369, 7.358794], [2.232642, -5.675559, 7.408198], [1.744404, -6.029518, 8.637068], [0.693168, -5.625003, 9.105349], [2.593129, -6.893619, 9.270370], [4.716511, -8.335567, 9.775331], [5.512714, -8.160611, 8.191940], [5.359805, -6.774522, 9.290399], [3.094507, -8.214757, 7.798790], [3.840262, -6.431870, 6.339050], [4.230003, -5.350398, 7.702648]],
  "forces_ev_per_angstrom": [[0.3365, 0.3491, 0.7734], [-2.6623, -1.3999, 0.5432], [0.2020, -0.9241, 0.6450], [-1.2477, -2.0289, 0.5460], [-1.3911, 3.0067, -4.2191], [1.8233, -3.5414, 4.8237], [1.0740, 0.8432, 1.0806], [-0.2447, -2.3195, 0.2423], [0.3444, 0.3977, -0.9191], [-0.2791, 1.2514, -0.1762], [1.9654, 2.3404, 0.4682], [-2.4316, 0.4367, 1.1160], [-0.2711, -0.7743, -2.4001], [1.8549, 1.7722, 0.0578], [0.8937, 0.3774, -2.1060], [1.4260, 1.8011, 0.6888], [-1.8016, 1.8582, 0.1247], [0.1962, -1.4578, -1.7486], [1.8831, -1.7219, 0.5053], [0.3853, 1.5612, -2.0769], [0.7306, -1.7818, 1.9901], [-2.7039, 0.0165, 0.0760], [-0.1853, -0.1478, -0.2735], [0.6983, 0.4100, -1.1626], [0.9737, 0.1358, -0.0307], [-1.2627, -0.1930, 0.0339], [-1.7294, -1.0753, 0.8605], [2.0715, 1.0324, -1.1681], [-0.3181, -0.5371, 1.1983], [0.1353, 0.1252, 0.1475], [-0.1271, -0.0416, 0.0637], [-0.0365, 0.1124, 0.1803], [0.1038, -0.2729, 0.1621], [-0.1631, -0.0695, 0.1442], [-0.1306, 0.2608, -0.1229], [-0.2344, 0.2976, 0.0448], [-1.0665, -0.5695, 0.9674], [0.2428, -0.6652, 0.5595], [-0.3012, 0.9584, -0.8874], [0.5668, 1.1672, -1.1869], [-0.7304, -1.5998, 1.6294], [1.2966, 0.4831, -0.7157], [0.1462, -0.1867, -0.0028], [0.0602, 0.1017, -0.1133], [0.0523, -0.0996, -0.1491], [0.1290, 0.0385, 0.0457], [0.1300, 0.1760, -0.1025], [-0.2018, -0.0982, -0.0635], [-0.2123, -0.1366, -0.2941], [0.7251, 0.5742, -1.2490], [0.8131, 0.1946, 0.1399], [-1.2282, -0.2430, -0.0973], [-1.5651, -0.8914, 0.9384], [1.9440, 1.0480, -1.1294], [-0.3991, -0.6532, 1.2459], [0.1393, 0.1090, 0.1692], [-0.1338, -0.0624, 0.0764], [-0.0330, 0.1070, 0.1495], [0.0669, -0.1103, 0.0723], [-0.1575, -0.1224, 0.1206], [-0.0825, 0.1789, -0.1372], [-0.2023, 0.2651, 0.0137], [-1.1682, -0.6505, 0.9882], [0.2296, -0.5306, 0.4467], [-0.2461, 0.7945, -0.7474], [0.6404, 1.5085, -1.4644], [-0.8084, -1.7080, 1.7336], [1.3035, 0.4374, -0.6106], [0.1295, -0.2541, 0.0080], [0.0205, 0.1306, -0.0934], [0.0606, -0.1148, -0.1182], [0.1097, 0.0268, 0.0550], [0.0248, 0.3387, -0.2144], [-0.2227, -0.0666, -0.0453], [-0.2097, -0.1727, 0.1214], [0.4639, 0.0572, 1.5503], [0.3729, 0.7014, 0.2013], [-0.4522, -0.9866, -0.4244], [-1.0362, -0.9988, -1.6039], [1.1641, 1.1283, 1.9541], [-0.5060, 0.3003, -1.3652], [0.1875, 0.2159, -0.0692], [-0.0594, -0.1791, -0.1344], [0.0695, -0.0085, -0.1626], [-0.0758, 0.1209, -0.0248], [-0.1193, -0.0721, -0.1755], [0.1275, -0.1669, 0.1155], [0.2128, 0.2838, 0.0023], [0.0724, 0.2671, -1.5017], [-0.7249, -0.1362, -0.3302], [0.9475, 0.0889, 0.5441], [1.0196, 0.1378, 2.1155], [-1.1040, -0.0643, -2.3954], [-0.3752, -0.1642, 1.2776], [-0.2050, -0.1213, -0.0036], [0.0688, -0.0236, 0.1365], [0.0671, -0.1595, 0.0334], [-0.1221, 0.0350, 0.0944], [0.0557, 0.0155, 0.2169], [0.1755, -0.0860, -0.1660], [0.0755, -0.0252, 0.3551], [1.2689, -0.6320, 0.1379], [0.4737, 0.0083, -0.8404], [-0.7064, -0.1274, 0.8897], [-2.1732, 0.9039, 0.9648], [2.3693, -0.9004, -1.0758], [-0.9209, 0.7475, -0.2874], [-0.0207, -0.0119, -0.2420], [-0.1447, 0.0686, 0.0543], [-0.1338, -0.0619, -0.1215], [0.0128, 0.1312, -0.0622], [-0.1162, 0.1438, 0.0976], [0.0514, -0.2318, 0.0735]]
}


What is the formula in the second record?
C33H53FO25S


Which formula does entry 2 have?
C33H53FO25S